{
  "formula": "C35H97N3O12",
  "method": "ωB97M-V/def2-TZVPD",
  "de_lowest_ev": 0.000,
  "smiles": "COC[C@H](C)N.COC[C@H](C)N.COC[C@H](C)N.CC(C)O.CC(C)O.CC(C)O.CC(C)O.CC(C)O.CC(C)O.CC(C)O.CO.CO",
  "max_force_ev_per_a": 2.65,
  "homo_ha": -0.3216,
  "elements": ["C", "O", "C", "C", "C", "N", "H", "H", "H", "H", "H", "H", "H", "H", "H", "H", "H", "C", "O", "C", "C", "C", "N", "H", "H", "H", "H", "H", "H", "H", "H", "H", "H", "H", "C", "O", "C", "C", "C", "N", "H", "H", "H", "H", "H", "H", "H", "H", "H", "H", "H", "C", "C", "C", "O", "H", "H", "H", "H", "H", "H", "H", "H", "C", "C", "C", "O", "H", "H", "H", "H", "H", "H", "H", "H", "C", "C", "C", "O", "H", "H", "H", "H", "H", "H", "H", "H", "C", "C", "C", "O", "H", "H", "H", "H", "H", "H", "H", "H", "C", "C", "C", "O", "H", "H", "H", "H", "H", "H", "H", "H", "C", "C", "C", "O", "H", "H", "H", "H", "H", "H", "H", "H", "C", "C", "C", "O", "H", "H", "H", "H", "H", "H", "H", "H", "C", "O", "H", "H", "H", "H", "C", "O", "H", "H", "H", "H"],
  "positions_angstrom": [[-15.131, 7.792, 4.292], [-13.871, 7.675, 4.925], [-12.802, 8.068, 4.108], [-11.536, 8.036, 4.967], [-11.550, 8.957, 6.195], [-10.384, 8.327, 4.142], [-15.264, 7.229, 3.364], [-15.267, 8.848, 4.049], [-15.868, 7.408, 4.995], [-12.747, 7.427, 3.224], [-12.931, 9.062, 3.664], [-11.521, 7.031, 5.393], [-10.544, 8.897, 6.610], [-12.262, 8.646, 6.959], [-11.832, 9.973, 5.910], [-9.514, 8.263, 4.659], [-10.415, 9.337, 4.037], [-18.052, 9.630, 3.029], [-18.466, 8.486, 3.784], [-19.794, 8.161, 3.481], [-20.174, 6.925, 4.312], [-19.154, 5.734, 4.111], [-21.481, 6.431, 3.942], [-18.534, 9.761, 2.058], [-16.974, 9.642, 2.879], [-18.417, 10.466, 3.631], [-20.459, 8.972, 3.787], [-19.859, 7.881, 2.427], [-20.071, 7.075, 5.388], [-19.287, 4.925, 4.826], [-18.111, 6.053, 4.096], [-19.319, 5.414, 3.079], [-21.447, 6.131, 2.974], [-21.692, 5.565, 4.421], [-11.296, 5.027, -2.890], [-11.530, 3.861, -3.636], [-12.753, 3.937, -4.375], [-13.096, 2.536, -4.918], [-11.994, 2.152, -5.913], [-14.371, 2.598, -5.619], [-10.960, 5.850, -3.525], [-10.611, 4.791, -2.077], [-12.193, 5.410, -2.394], [-13.593, 4.273, -3.762], [-12.646, 4.647, -5.199], [-13.201, 1.774, -4.146], [-11.805, 2.865, -6.717], [-12.321, 1.242, -6.421], [-11.037, 2.000, -5.413], [-14.510, 1.847, -6.280], [-14.385, 3.451, -6.165], [-13.808, 8.847, -2.892], [-14.855, 8.947, -3.994], [-14.346, 8.318, -5.329], [-15.981, 8.214, -3.583], [-12.868, 9.360, -3.094], [-13.685, 7.790, -2.651], [-14.239, 9.259, -1.977], [-15.118, 10.001, -4.113], [-15.103, 8.549, -6.081], [-14.220, 7.238, -5.275], [-13.444, 8.765, -5.748], [-16.083, 8.329, -2.625], [-9.245, 8.608, 0.710], [-10.666, 8.102, 0.902], [-11.368, 7.807, -0.418], [-10.613, 6.953, 1.724], [-9.194, 9.386, -0.055], [-8.552, 7.842, 0.357], [-8.819, 8.976, 1.643], [-11.214, 8.869, 1.457], [-10.784, 7.144, -1.058], [-11.483, 8.739, -0.972], [-12.343, 7.361, -0.218], [-10.518, 7.265, 2.640], [-17.181, 2.633, 4.589], [-15.758, 2.844, 4.097], [-15.631, 4.269, 3.500], [-14.872, 2.865, 5.189], [-17.936, 2.635, 3.803], [-17.488, 3.390, 5.311], [-17.299, 1.693, 5.131], [-15.453, 2.103, 3.355], [-16.038, 5.044, 4.146], [-16.088, 4.300, 2.506], [-14.595, 4.511, 3.253], [-13.981, 2.913, 4.833], [-21.761, 6.363, -2.370], [-21.046, 7.727, -2.541], [-19.688, 7.707, -1.798], [-20.832, 7.845, -3.934], [-22.110, 6.329, -1.337], [-21.106, 5.513, -2.554], [-22.630, 6.352, -3.027], [-21.666, 8.570, -2.231], [-19.279, 8.672, -2.102], [-19.132, 6.865, -2.208], [-19.764, 7.624, -0.715], [-20.405, 8.688, -4.109], [-20.126, 3.290, 0.932], [-21.487, 3.912, 0.534], [-22.638, 3.033, 0.939], [-21.693, 5.143, 1.188], [-20.008, 2.307, 0.473], [-20.012, 3.257, 2.016], [-19.201, 3.703, 0.524], [-21.459, 4.091, -0.543], [-23.550, 3.456, 0.514], [-22.683, 3.044, 2.028], [-22.518, 2.011, 0.580], [-22.605, 5.380, 0.994], [-15.172, 6.214, -0.133], [-16.553, 6.775, -0.417], [-17.315, 6.899, 0.888], [-16.417, 8.062, -0.910], [-14.511, 6.042, -0.985], [-15.241, 5.260, 0.392], [-14.563, 6.864, 0.500], [-17.149, 6.127, -1.060], [-18.194, 7.528, 0.740], [-16.769, 7.429, 1.670], [-17.670, 5.960, 1.315], [-15.832, 8.627, -0.394], [-10.955, 3.325, 0.246], [-12.357, 3.926, 0.510], [-13.405, 2.840, 0.738], [-12.339, 4.752, 1.643], [-10.154, 4.046, 0.078], [-10.977, 2.593, -0.563], [-10.606, 2.774, 1.123], [-12.610, 4.543, -0.357], [-13.713, 2.426, -0.223], [-14.285, 3.186, 1.280], [-13.010, 2.040, 1.366], [-11.697, 5.471, 1.568], [-13.950, 10.462, 1.114], [-15.179, 10.302, 0.490], [-14.100, 10.510, 2.194], [-13.260, 9.655, 0.866], [-13.468, 11.401, 0.834], [-15.470, 11.097, 0.035], [-17.091, 11.452, -1.905], [-16.622, 12.552, -1.153], [-17.548, 11.790, -2.836], [-16.250, 10.815, -2.180], [-17.809, 10.866, -1.330], [-17.213, 13.301, -1.256]],
  "forces_ev_per_a": [[0.11, 0.25, 0.26], [-0.07, -0.18, -0.17], [0.20, 0.08, -0.01], [-0.87, -0.48, 1.04], [-0.54, -0.25, -0.32], [0.43, 0.57, -0.31], [0.51, -0.25, -0.09], [-0.48, 0.09, 0.11], [-0.10, 0.37, -0.01], [0.33, -0.43, 0.09], [-0.25, 0.49, 0.32], [0.46, -0.26, -0.40], [-0.05, 0.37, 0.21], [0.00, -0.13, -0.09], [0.31, 0.18, 0.02], [0.01, -0.66, 0.24], [-0.11, 0.21, -0.64], [-0.68, 0.31, 0.96], [0.89, 0.24, -1.02], [-0.21, -1.26, 1.21], [1.68, -2.03, 0.23], [0.14, 1.34, -1.15], [-0.81, 0.48, -0.10], [-0.07, -0.59, -0.17], [-0.06, -0.04, 0.23], [0.53, 0.54, -0.16], [-0.21, 0.17, -0.47], [-0.38, 0.27, -0.21], [-0.62, 0.84, 0.01], [-0.21, 0.05, -0.07], [0.02, 0.10, 0.45], [-0.09, -0.57, 0.04], [0.04, 0.15, -0.15], [0.04, 0.09, 0.39], [-0.25, 0.27, 0.23], [-0.90, -0.03, -0.07], [-0.12, -0.99, 0.54], [0.80, 0.60, -1.51], [0.26, -0.73, 0.25], [-0.65, 0.83, 0.26], [0.40, 0.01, -0.02], [0.33, 0.07, -0.33], [-0.34, -0.20, -0.04], [0.10, 0.17, 0.34], [0.02, 0.02, -0.24], [0.34, 0.24, 0.29], [-0.35, 0.42, 0.21], [0.32, -0.26, 0.09], [-0.01, -0.22, -0.02], [0.21, -0.20, 0.12], [-0.20, 0.06, -0.14], [-0.44, -0.07, 0.40], [1.28, -0.83, -0.36], [-0.84, 1.02, 0.02], [-0.33, 0.04, -0.51], [0.02, -0.15, -0.14], [0.47, -0.07, -0.22], [0.14, 0.31, 0.10], [0.02, 0.14, -0.42], [-0.16, -0.35, -0.06], [-0.07, 0.03, 0.29], [0.22, 0.11, 0.48], [-0.27, -0.26, 0.19], [0.43, 0.28, -0.44], [0.69, 0.00, -0.09], [0.18, 0.12, 0.41], [-0.39, -0.77, -0.50], [-0.10, 0.28, 0.17], [-0.31, -0.37, 0.02], [-0.12, 0.14, 0.02], [-0.24, 0.19, -0.14], [0.06, -0.17, 0.16], [-0.19, 0.01, 0.01], [-0.07, 0.01, -0.16], [0.23, 0.23, 0.30], [-0.18, -0.57, 0.57], [-0.30, 2.26, -0.35], [0.04, -0.71, -1.26], [0.19, -0.98, 0.96], [0.26, 0.07, -0.28], [0.31, 0.26, -0.09], [0.20, -0.19, -0.13], [-0.13, -0.18, -0.02], [-0.08, -0.21, 0.06], [-0.54, 0.20, 0.08], [0.22, -0.06, 0.38], [0.07, 0.09, 0.05], [-0.38, 1.39, 0.44], [0.33, -1.76, 0.35], [-1.17, 0.58, -0.97], [0.16, 0.17, -0.45], [-0.04, -0.25, 0.05], [0.08, 0.15, -0.18], [0.04, -0.26, -0.04], [-0.18, -0.14, 0.39], [0.84, -0.17, 0.42], [0.30, 0.22, 0.04], [-0.15, 0.08, -0.05], [0.10, 0.00, -0.08], [0.08, -0.02, -0.33], [1.31, -0.66, -0.22], [0.06, -0.40, -0.29], [0.37, 0.78, 0.08], [-0.67, -0.39, 0.45], [-0.10, -0.25, 0.01], [-0.35, 1.10, 0.04], [-0.16, -0.14, -0.14], [-0.21, -0.15, 0.15], [-0.17, -0.15, 0.01], [-0.11, -0.01, 0.01], [-0.05, 0.29, 0.12], [0.60, -0.93, 0.03], [0.84, -0.38, 2.06], [-0.82, 0.11, 0.70], [-0.60, 1.25, -1.91], [-0.45, 0.00, -0.47], [0.01, -0.04, 0.05], [-0.39, 0.26, 0.32], [0.26, 0.37, -0.59], [-0.12, -0.13, -0.22], [0.41, -0.14, -0.09], [0.16, -0.15, -0.09], [0.12, -0.03, 0.60], [-0.21, -0.49, 0.44], [0.86, -0.11, -0.11], [0.19, -0.07, -0.05], [-0.45, -0.01, 0.82], [-0.31, 0.33, -0.28], [-0.02, 0.18, -0.23], [-0.29, -0.06, 0.21], [-0.29, -0.10, -0.20], [-0.05, -0.15, 0.06], [0.00, 0.41, -0.27], [0.23, -0.09, -0.13], [0.25, 0.16, -0.16], [0.82, 0.75, 0.61], [-1.02, -0.69, -0.73], [0.14, -0.18, 0.11], [-0.14, -0.16, -0.01], [0.06, 0.01, -0.12], [0.04, 0.29, 0.08], [-0.39, -0.12, -0.44], [0.57, 0.14, 0.33], [-0.09, -0.11, -0.04], [0.05, 0.04, 0.14], [-0.03, -0.11, -0.06], [-0.04, -0.06, 0.05]],
  "mulliken_charge": [-0.226, -0.456, 0.229, 0.055, -1.536, -0.571, -0.280, 0.543, 0.269, 0.027, -0.125, 0.381, 0.430, 0.335, 0.358, 0.259, 0.285, -0.714, -0.243, -0.022, -0.024, 0.138, -0.729, 0.359, -0.038, 0.439, 0.376, -0.234, 0.436, 0.414, -0.403, -0.259, 0.298, 0.353, -0.320, -0.364, -0.574, 0.363, -1.327, -0.692, 0.448, 0.282, -0.210, 0.359, 0.291, 0.223, 0.276, 0.411, 0.329, 0.252, 0.250, -0.356, 0.493, -1.555, -0.551, 0.697, -0.004, -0.296, 0.167, 0.424, 0.207, 0.408, 0.346, -1.781, 1.279, -0.880, -0.693, 0.391, 0.359, 0.372, -0.103, 0.506, 0.495, -0.283, 0.203, -1.255, 0.430, -0.466, -0.592, 0.151, 0.306, 0.447, 0.262, 0.301, -0.062, 0.156, 0.352, -1.157, 0.225, 0.012, -0.588, 0.106, 0.321, 0.419, 0.396, -0.127, 0.188, -0.104, 0.328, -1.308, 0.966, -1.493, -0.484, 0.480, 0.245, 0.178, -0.085, 0.445, 0.335, 0.391, 0.240, -0.323, 0.293, 0.561, 0.638, -0.192, 0.047, -0.317, 0.577, -0.414, -0.702, 0.136, -0.395, -1.843, 2.555, -1.179, -0.366, 0.370, 0.412, 0.448, -0.965, 0.340, -0.070, 0.420, 0.166, -0.609, -0.193, 0.238, -0.012, 0.437, 0.095, -0.446, -0.603, 0.436, 0.011, 0.219, 0.304]
}



{
  "formula": "C4H7IO3SYb",
  "method": "ωB97M-V/def2-TZVPD",
  "de_lowest_ev": 3.457,
  "max_force_ev_per_a": 9.15,
  "homo_ha": -0.6132,
  "charge": 2,
  "elements": ["O", "S", "O", "C", "C", "I", "C", "C", "O", "H", "H", "H", "H", "H", "H", "H", "Yb"],
  "positions_angstrom": [[3.350, -0.221, 0.554], [1.822, -0.530, 0.442], [1.609, -2.067, 0.632], [1.175, -0.064, -1.289], [-0.147, 0.901, -1.003], [-1.101, 1.681, -2.811], [-1.149, 0.001, -0.038], [-0.552, -0.083, 1.516], [0.875, 0.262, 1.617], [1.970, 0.500, -1.936], [0.777, -1.067, -1.782], [0.250, 1.817, -0.392], [-2.249, 0.425, -0.032], [-1.183, -1.128, -0.412], [-0.791, -1.142, 2.005], [-1.183, 0.711, 2.129], [-3.474, 0.004, 0.802]],
  "forces_ev_per_a": [[-6.83, 0.27, -0.24], [6.76, -6.15, 0.45], [-0.84, 5.93, -0.77], [-2.22, 0.63, -0.43], [1.17, -0.52, 1.46], [0.30, -0.66, 1.07], [1.76, -0.70, -0.47], [-1.26, -0.15, 0.45], [-1.80, -0.44, -1.60], [-1.32, -1.19, 1.56], [1.29, 1.99, 1.12], [-1.05, -1.64, -1.12], [7.59, 1.43, -3.93], [-0.25, 2.20, 0.27], [0.90, 1.99, -1.12], [1.69, -1.04, -0.68], [-5.90, -1.97, 3.98]],
  "mulliken_charge": [-0.515, 1.078, -0.552, -0.642, -0.630, 0.205, -0.252, -0.519, -0.350, 0.456, 0.378, 0.480, -0.098, 0.544, 0.383, 0.446, 1.587]
}



Number 1 is which compound?
C35H97N3O12